{
  "formula": "C38H86O28",
  "method": "ωB97M-V with the def2-TZVPD basis set",
  "elements": ["C", "O", "C", "O", "O", "C", "H", "H", "H", "H", "H", "H", "C", "O", "C", "O", "O", "C", "H", "H", "H", "H", "H", "H", "C", "O", "C", "O", "O", "C", "H", "H", "H", "H", "H", "H", "C", "O", "C", "O", "O", "C", "H", "H", "H", "H", "H", "H", "C", "O", "C", "O", "O", "C", "H", "H", "H", "H", "H", "H", "C", "O", "C", "O", "O", "C", "H", "H", "H", "H", "H", "H", "C", "O", "C", "C", "O", "C", "H", "H", "H", "H", "H", "H", "H", "H", "H", "H", "C", "O", "C", "C", "O", "C", "H", "H", "H", "H", "H", "H", "H", "H", "H", "H", "C", "O", "C", "C", "O", "C", "H", "H", "H", "H", "H", "H", "H", "H", "H", "H", "C", "O", "C", "C", "O", "C", "H", "H", "H", "H", "H", "H", "H", "H", "H", "H", "C", "O", "C", "C", "O", "C", "H", "H", "H", "H", "H", "H", "H", "H", "H", "H"],
  "coordinates": [[-0.950678, -1.660610, -7.871125], [-1.136514, -0.244851, -7.798599], [-1.312106, 0.244460, -6.546724], [-1.408157, -0.389202, -5.530936], [-1.432585, 1.541870, -6.609358], [-1.617762, 2.329973, -5.430129], [-1.872431, -2.167761, -7.656543], [-0.060857, -1.943835, -7.291901], [-0.658763, -1.853297, -8.924996], [-1.087979, 3.328461, -5.635176], [-1.073005, 1.847226, -4.561330], [-2.643868, 2.293316, -5.246731], [2.658926, 4.621212, -2.552426], [2.268394, 4.561624, -1.105971], [0.979433, 4.410378, -0.850573], [0.056077, 4.240355, -1.638018], [0.864187, 4.452608, 0.469015], [-0.458990, 4.260399, 0.923585], [1.815952, 5.114927, -3.099765], [2.705108, 3.596981, -2.920530], [3.505913, 5.297776, -2.602174], [-0.405494, 4.226473, 2.073795], [-0.939485, 3.325082, 0.629865], [-1.082926, 5.146885, 0.644192], [-3.145916, -3.349406, 1.336997], [-3.321092, -4.530781, 0.457651], [-2.423390, -4.514690, -0.501635], [-1.517971, -3.721929, -0.596629], [-2.548761, -5.576527, -1.326887], [-3.769635, -6.347771, -1.511751], [-3.992341, -3.414041, 2.126142], [-3.428587, -2.494722, 0.743649], [-2.170107, -3.354131, 1.771046], [-4.147002, -6.630912, -0.544637], [-3.454535, -7.175341, -2.181671], [-4.544206, -5.741807, -1.946231], [-0.293143, 0.817470, 3.489355], [0.491709, 0.210147, 4.532641], [-0.109983, 0.060951, 5.710256], [-1.253884, 0.293760, 5.981255], [0.791927, -0.590235, 6.494743], [0.196847, -1.133488, 7.764360], [-0.526255, 0.021501, 2.750263], [0.299963, 1.583756, 3.004837], [-1.177049, 1.223255, 3.914105], [0.954482, -1.774291, 8.206637], [-0.750442, -1.623181, 7.409190], [0.033679, -0.290954, 8.458777], [4.124385, -1.890654, 0.057424], [3.034314, -2.351527, -0.749169], [3.287748, -2.254849, -2.070591], [4.165123, -1.564721, -2.546130], [2.526863, -3.098275, -2.750123], [1.355155, -3.698396, -2.019346], [3.703167, -1.500374, 1.007804], [4.709864, -1.188080, -0.493866], [4.724746, -2.795198, 0.362778], [1.697620, -4.652537, -1.578977], [0.661271, -3.900800, -2.874149], [1.004001, -2.964458, -1.273594], [0.925800, -2.757676, 1.773026], [1.847006, -2.271709, 2.782143], [2.584608, -3.274920, 3.420567], [2.457761, -4.434099, 3.362132], [3.664095, -2.661035, 3.989767], [3.655185, -1.246949, 4.302568], [0.681197, -1.907375, 1.190304], [-0.008795, -3.097960, 2.169523], [1.447437, -3.538815, 1.093426], [4.622712, -1.126107, 4.674500], [2.858028, -1.175676, 5.069758], [3.356726, -0.578537, 3.483537], [-8.312087, -3.078694, 4.456934], [-7.564294, -1.866817, 4.452708], [-6.505180, -1.718380, 3.531410], [-5.730214, -0.441446, 3.733002], [-5.166076, -0.402311, 5.013133], [-4.811654, 0.898048, 5.391447], [-8.919128, -3.339377, 3.580336], [-9.012998, -2.912535, 5.264660], [-7.709823, -4.018293, 4.622970], [-6.921091, -1.900955, 2.541503], [-5.797820, -2.615006, 3.619980], [-6.371233, 0.415494, 3.516524], [-4.925992, -0.514022, 2.931555], [-5.634665, 1.410534, 5.945385], [-4.397228, 1.581562, 4.613844], [-4.103517, 0.854339, 6.219085], [-5.399041, -1.829077, -0.999703], [-4.517121, -2.686903, -1.665547], [-3.871175, -2.183244, -2.844527], [-4.843229, -1.858908, -4.023792], [-5.493998, -0.599929, -3.807152], [-4.621253, 0.474529, -4.108408], [-5.665417, -2.350665, -0.125223], [-6.296236, -1.496369, -1.537287], [-4.922276, -0.884140, -0.668364], [-3.152365, -2.954423, -3.053722], [-3.361623, -1.223846, -2.607642], [-5.657838, -2.593857, -4.100579], [-4.217088, -1.816771, -4.905902], [-4.346833, 0.467175, -5.176067], [-3.773537, 0.359524, -3.457821], [-5.032655, 1.432471, -3.946084], [6.023714, 2.325488, -2.215887], [4.704398, 1.833512, -2.501120], [4.677967, 1.142193, -3.697979], [3.231925, 0.914499, -4.039955], [2.488386, 2.006173, -4.553534], [3.035835, 2.681873, -5.635752], [6.503740, 3.042602, -2.942916], [6.649830, 1.500970, -2.105641], [6.000126, 2.907393, -1.350251], [5.290491, 0.259632, -3.628324], [5.172497, 1.756352, -4.474749], [2.709593, 0.707346, -3.135253], [3.118898, 0.063627, -4.752679], [2.467434, 3.591605, -5.789574], [2.941948, 2.031944, -6.561946], [4.119637, 2.979932, -5.415158], [4.600753, 4.573026, 0.992563], [5.212881, 3.330566, 1.373626], [6.391624, 3.429605, 2.169393], [6.146037, 4.162786, 3.498124], [4.992469, 3.682220, 4.163428], [5.022417, 2.271799, 4.439978], [5.270125, 5.136018, 0.340470], [4.275409, 5.158157, 1.871633], [3.713601, 4.445960, 0.419139], [7.259139, 4.044008, 1.657507], [6.700883, 2.421682, 2.385731], [5.964520, 5.248578, 3.442649], [7.053779, 3.976492, 4.134268], [4.311919, 2.065164, 5.255153], [6.051243, 1.992463, 4.763563], [4.773877, 1.616075, 3.566732], [2.563367, 1.080122, 0.598908], [1.437084, 0.241647, 0.329111], [0.796850, 0.388173, -0.869733], [-0.676712, 0.169959, -0.711074], [-1.216836, 1.137257, 0.149291], [-2.596682, 1.019907, 0.144301], [2.154876, 2.035186, 0.904987], [3.252444, 1.335331, -0.202213], [3.104283, 0.716852, 1.431428], [1.165656, -0.282303, -1.610744], [0.938656, 1.404726, -1.322018], [-0.829736, -0.898598, -0.456357], [-1.112730, 0.243399, -1.745080], [-2.887886, -0.059320, 0.305346], [-3.014660, 1.300096, -0.790535], [-2.893147, 1.663712, 0.971253]],
  "forces_ev_per_angstrom": [[1.32, 0.34, -1.21], [-0.01, 0.49, 0.81], [-0.39, -0.46, -0.09], [0.17, -0.79, 0.19], [0.49, 1.16, -1.35], [3.40, -0.26, 0.59], [-0.15, -0.42, 0.46], [-0.70, -0.19, 0.30], [-0.44, 0.17, 0.55], [-1.42, -1.40, 0.30], [-0.62, 0.53, -0.95], [-1.63, 0.81, 0.53], [-2.32, 0.55, 0.71], [0.50, 0.30, -1.85], [-0.86, -0.42, -1.05], [1.39, 0.32, 0.84], [-0.20, -0.36, 0.21], [-1.29, 0.85, 2.51], [0.63, -0.37, 0.47], [0.70, 0.24, 0.00], [0.35, -0.59, 0.05], [0.11, 0.21, -1.73], [0.43, 0.19, -0.46], [0.40, -0.85, 0.13], [-3.17, -1.13, 0.62], [-0.24, 1.15, 1.36], [0.28, -1.01, -0.66], [-0.18, -0.28, -0.29], [0.24, 0.52, -0.53], [0.99, 0.36, 0.26], [1.63, -0.30, -1.13], [0.63, 0.45, -0.18], [0.44, 0.21, 0.14], [0.01, -0.69, 0.30], [-0.45, 0.50, 0.70], [-0.15, 0.39, -0.54], [0.53, -1.11, -0.65], [0.02, 0.68, -0.07], [0.89, -1.67, -0.04], [-0.09, 0.41, 0.26], [-0.86, 0.07, 1.17], [-0.34, 1.03, -1.65], [0.08, 0.59, 0.40], [0.17, 0.03, 0.00], [-0.84, 0.37, 0.22], [-0.15, -0.25, -0.37], [0.95, 0.28, 1.05], [-0.30, -0.42, -0.42], [-0.18, -1.29, 1.85], [0.51, 0.36, -0.06], [0.73, -0.42, 0.29], [-0.91, -0.66, -0.09], [-0.93, 0.20, 0.26], [0.65, 0.15, -1.38], [0.16, 0.03, -0.82], [0.36, 0.50, -0.04], [-0.37, 0.88, -0.52], [-0.28, 0.62, -0.01], [0.34, 0.26, 1.15], [-0.17, -0.74, -0.57], [1.60, -1.14, -0.78], [-0.16, -1.91, 0.25], [1.16, 4.47, -0.89], [-0.66, -1.81, -0.04], [-0.55, -0.88, -0.41], [-2.77, -1.07, 0.11], [0.10, 0.90, -0.65], [-0.23, -0.70, 0.60], [-1.04, 1.17, 1.31], [1.36, 0.77, 0.61], [0.73, 0.64, -0.14], [0.45, -0.43, 0.01], [0.58, -0.51, 0.20], [-0.21, -0.04, 0.03], [0.21, -2.71, 0.45], [0.28, -0.77, -1.35], [0.08, 0.16, -0.49], [-0.09, 1.26, 1.64], [0.23, 0.74, -0.44], [-0.06, -0.37, 0.27], [-0.12, 1.05, 0.21], [0.12, 0.83, -0.58], [-0.49, 1.00, 0.33], [0.02, 0.18, 0.17], [-0.59, 0.49, 0.72], [-0.14, -0.16, -0.99], [-0.34, -0.77, 0.19], [0.57, -0.42, -0.40], [0.23, 1.42, -0.33], [0.14, 0.01, -0.81], [-1.31, 0.80, 0.44], [0.24, 0.04, 1.48], [-0.18, 0.08, -0.36], [0.33, -1.18, -0.63], [-0.64, -0.65, 1.14], [0.18, -0.48, -0.26], [0.19, -0.25, -0.22], [0.40, -0.13, -0.52], [0.06, -0.68, 0.06], [0.46, 0.07, -0.08], [-0.06, -0.08, -0.59], [0.28, -0.26, 0.25], [0.87, 0.41, -0.14], [-1.10, 0.84, 0.57], [-1.00, 0.91, -1.56], [1.01, 1.70, 1.01], [0.23, 0.86, -1.18], [-0.18, -1.09, -1.29], [-0.08, 0.59, 0.67], [1.28, -0.41, -0.77], [-0.90, -0.85, -0.19], [1.40, -1.42, 0.31], [-0.36, 0.52, 1.80], [-0.21, -0.83, -0.03], [-0.15, -0.17, 0.06], [-0.27, -0.62, 0.70], [0.21, 0.30, 0.48], [-0.17, 0.12, -0.04], [0.48, 0.78, 0.73], [-1.39, -0.34, -0.71], [0.78, 0.16, 0.97], [0.06, 0.18, -0.21], [0.24, 2.55, -0.65], [0.08, -0.50, 0.61], [-0.20, -0.97, 0.18], [0.49, 0.07, -0.15], [0.32, 0.30, 0.22], [0.48, -0.10, -0.23], [-0.51, -0.93, -0.29], [-1.44, -1.31, 0.53], [0.24, -0.36, -0.20], [0.34, -0.45, -0.37], [-0.49, 0.27, -0.38], [0.26, 0.18, -0.34], [-0.54, 0.04, 0.03], [0.04, 0.76, 0.44], [-1.29, 1.18, -0.42], [1.37, -0.56, 1.30], [-0.40, 2.05, -0.98], [0.48, -0.49, -1.57], [0.80, -0.91, -0.38], [-0.20, -1.10, 1.54], [-0.06, 0.56, 0.20], [-0.03, -0.67, -0.59], [0.48, -0.77, 0.76], [0.41, -0.93, -0.77], [0.00, -0.39, 0.49], [-0.41, 0.45, 0.71], [0.11, 0.19, 0.63], [0.03, 0.93, 0.21], [-0.56, 0.60, -0.99], [-0.75, -0.14, -0.14]],
  "multiplicity": 1,
  "fmax_ev_per_a": 4.71,
  "energy_ha": -3605.8885,
  "e_above_lowest_ev": 0.000,
  "gap_ev": 10.031,
  "smiles": "COC(=O)OC.COC(=O)OC.COC(=O)OC.COC(=O)OC.COC(=O)OC.COC(=O)OC.COCCOC.COCCOC.COCCOC.COCCOC.COCCOC"
}